Molecular formula: C67H50Cl4IN7OTeW
Method: DFT, the ωB97M-V functional and the def2-TZVPD basis

Structure (XYZ):
```
132
Properties=species:S:1:pos:R:3:forces:R:3:mulliken_charge:R:1
W -0.586913 0.141738 0.238393 -0.767 0.759 0.460 1.227
Cl -0.512471 5.091193 8.468793 -0.009 0.052 0.107 -0.177
C -0.282658 4.200238 7.017701 0.015 -0.140 -0.264 0.326
C -1.171354 4.357802 5.962417 0.002 0.118 0.093 -1.051
C -0.979154 3.642799 4.795464 0.096 -0.184 0.053 -0.175
C 0.086774 2.744089 4.668107 -0.079 0.129 0.197 -0.313
C 0.972549 2.606816 5.733834 0.107 0.018 -0.210 -0.214
C 0.793781 3.332123 6.898621 0.044 0.071 0.143 -1.038
C 0.130827 1.942507 3.420258 0.029 -0.034 -0.142 1.448
C 0.176252 2.619495 2.216281 0.380 -0.298 0.097 -0.170
C 0.556147 3.990835 2.119601 0.000 0.065 -0.055 -1.903
C 0.470829 4.342586 0.817085 0.115 0.008 0.050 -1.459
C -0.042501 3.207350 0.122477 -0.258 -0.129 -0.292 0.494
C -0.707346 3.342033 -1.102653 -0.172 0.090 0.238 1.744
C -0.546608 4.636491 -1.826176 0.028 0.081 -0.059 -1.085
C 0.667154 4.987321 -2.416410 -0.138 -0.156 -0.009 0.067
C 0.820116 6.203740 -3.059095 0.045 0.088 -0.067 -1.124
C -0.241907 7.095783 -3.105471 0.001 -0.189 0.106 0.321
Cl -0.057752 8.606079 -3.906765 0.008 0.075 -0.038 -0.176
C -1.448656 6.776941 -2.497714 -0.049 0.081 -0.047 -1.142
C -1.594783 5.556943 -1.862339 0.070 -0.078 0.050 -0.138
C -1.744708 2.477772 -1.461210 0.441 -0.140 0.082 0.419
N -2.025472 1.279542 -0.815930 0.010 0.056 -0.173 0.578
C -3.278578 0.919505 -1.281461 -0.071 -0.554 0.162 0.554
C -3.983048 -0.220409 -0.907680 0.108 0.391 -0.219 0.375
C -5.371608 -0.366964 -1.432964 -0.111 -0.016 -0.006 -0.226
C -6.419659 0.242528 -0.748570 0.103 -0.034 -0.007 -0.029
C -7.715869 0.168720 -1.229358 -0.072 0.012 0.014 -0.987
C -7.971056 -0.518290 -2.408096 0.152 0.033 0.093 0.365
Cl -9.579115 -0.603987 -3.016762 -0.058 -0.012 -0.029 -0.174
C -6.937819 -1.136137 -3.097833 -0.068 -0.067 -0.074 -1.123
C -5.644172 -1.060232 -2.607832 0.046 0.017 0.061 0.471
C -3.456240 -1.214364 -0.102088 0.013 -0.129 0.097 0.592
C -4.147867 -2.427964 0.197330 -0.031 0.072 -0.112 -1.782
C -3.373172 -3.130252 1.056522 0.112 -0.007 0.089 -1.784
C -2.227603 -2.321456 1.333027 -0.042 -0.091 -0.336 0.420
N -2.226228 -1.193527 0.534946 -0.059 0.322 0.285 0.577
C -1.404934 -2.512597 2.431638 0.238 0.330 0.272 0.633
C -0.636326 -1.474265 2.956819 -0.319 -0.380 -0.140 0.970
C -0.131333 -1.516002 4.289008 0.175 0.121 0.107 -1.677
C 0.189508 -0.243882 4.626536 -0.008 -0.273 0.120 -1.709
C -0.037648 0.559123 3.474007 -0.076 0.178 -0.318 0.393
N -0.503258 -0.204108 2.426814 -0.126 0.264 -0.556 -0.023
C -1.617658 -3.728922 3.270673 -0.061 -0.005 0.056 -0.660
C -2.531810 -3.651707 4.321816 0.056 -0.046 -0.070 0.450
C -2.776418 -4.748291 5.127961 -0.040 -0.017 0.054 -1.089
C -2.104474 -5.940085 4.886081 0.030 0.174 -0.090 0.312
Cl -2.409837 -7.310049 5.881568 0.000 -0.066 0.046 -0.178
C -1.190546 -6.029269 3.847717 0.040 -0.120 0.001 -1.044
C -0.953794 -4.926187 3.041010 0.016 0.086 -0.045 0.067
C -3.729388 1.838090 -2.269694 0.058 0.234 -0.047 -2.091
C -2.760299 2.779412 -2.412014 -0.244 -0.104 -0.182 -1.111
N -0.091357 2.095916 0.955184 -0.560 -0.029 0.031 0.809
H -2.005828 5.038558 6.060458 0.007 -0.003 -0.001 0.421
H -1.681315 3.758402 3.979557 -0.022 -0.001 0.003 0.480
H 1.839153 1.964642 5.638280 -0.013 -0.039 0.031 0.667
H 1.491399 3.234973 7.719220 0.008 -0.007 -0.017 0.427
H 0.844885 4.599072 2.960319 -0.008 0.023 -0.031 0.709
H 0.659710 5.304207 0.370797 -0.009 -0.003 0.021 0.708
H 1.501433 4.298573 -2.384413 0.048 -0.032 0.029 0.547
H 1.760753 6.463667 -3.524990 -0.009 0.011 0.000 0.442
H -2.266638 7.483812 -2.523069 0.017 0.014 0.014 0.451
H -2.526780 5.323219 -1.362968 -0.021 0.032 -0.020 0.609
H -6.214638 0.775388 0.171989 -0.033 0.030 -0.012 0.534
H -8.526187 0.644019 -0.693963 -0.015 -0.015 -0.022 0.445
H -7.150486 -1.673012 -4.012210 -0.003 0.011 0.003 0.435
H -4.844844 -1.544972 -3.157054 0.007 0.012 -0.001 0.408
H -5.116468 -2.692345 -0.195069 -0.002 0.019 0.036 0.652
H -3.584990 -4.077185 1.525344 -0.013 0.015 0.013 0.669
H -0.082889 -2.400128 4.901692 -0.023 0.018 0.029 0.767
H 0.557145 0.104613 5.575241 -0.069 0.038 -0.004 0.671
H -3.058799 -2.722973 4.505791 0.011 0.001 0.015 0.533
H -3.483097 -4.679150 5.943590 -0.002 -0.046 -0.008 0.431
H -0.664783 -6.958236 3.674467 -0.024 -0.007 0.002 0.442
H -0.237710 -5.006862 2.231464 -0.009 0.002 -0.001 0.395
H -4.668472 1.763500 -2.793054 0.004 0.033 0.005 0.655
H -2.763568 3.618880 -3.086071 0.033 0.005 0.022 0.847
C 0.238262 1.145419 -3.617799 -0.127 0.131 0.082 -0.967
Te 1.360703 1.140113 -1.777824 0.366 0.395 -0.769 0.340
C 2.757157 -0.088004 -2.932173 0.227 0.090 0.124 -1.197
C 2.139331 -0.349586 -4.278632 -0.144 0.124 0.012 0.881
C 2.772758 -1.173094 -5.206921 0.045 0.054 -0.087 -0.766
C 2.211419 -1.368372 -6.456588 0.048 -0.042 -0.061 -0.749
C 1.018311 -0.742466 -6.795359 -0.071 0.017 0.051 -0.799
C 0.384460 0.075802 -5.876408 0.010 -0.042 -0.021 -0.629
C 0.942771 0.269861 -4.615398 0.026 -0.010 0.116 0.519
H 0.154976 2.174603 -3.968776 0.037 0.029 0.102 1.096
H -0.762011 0.768570 -3.411268 -0.013 0.087 0.128 -0.001
H 3.070532 -1.021251 -2.459556 -0.019 0.129 0.161 0.133
H 3.647822 0.534801 -3.032750 -0.039 0.054 0.094 0.893
H 3.712168 -1.653695 -4.960514 -0.029 0.064 0.010 0.675
H 2.706034 -2.005681 -7.177564 0.023 0.005 0.018 0.452
H 0.586081 -0.889504 -7.775921 0.006 -0.005 0.000 0.450
H -0.544496 0.570174 -6.135679 0.010 -0.005 -0.003 0.557
I 2.470419 -4.025169 -3.176858 -0.321 -0.125 0.221 0.097
C 0.582053 -3.178814 -2.853981 0.342 -0.171 -0.058 -0.919
C -0.578884 -3.760922 -3.329897 0.032 0.125 0.018 -0.540
C -1.748529 -3.035896 -3.167137 0.019 -0.058 -0.212 -1.279
C -1.722111 -1.825775 -2.503331 -0.038 0.247 0.020 -0.795
N -0.626441 -1.315407 -1.915878 0.367 -0.804 0.199 1.722
C 0.511437 -1.991841 -2.150425 -0.121 0.079 -0.146 -0.337
H -0.567556 -4.712420 -3.843530 -0.010 0.004 -0.018 0.606
H -2.677370 -3.396974 -3.587269 -0.021 0.046 0.022 0.581
H -2.604240 -1.213277 -2.485189 -0.121 -0.022 0.223 0.583
H 1.427557 -1.540722 -1.810084 -0.252 -0.256 0.299 -0.016
C 6.227716 -2.535335 -0.978022 -0.038 0.089 0.027 -1.092
C 5.789834 -1.126136 -0.592193 0.023 -0.197 -0.008 -0.229
N 5.821293 -0.853213 0.841212 -0.009 -0.082 -0.027 0.283
C 7.108216 -0.482676 1.434222 0.071 0.179 0.049 -0.650
C 7.536197 0.944748 1.117712 -0.101 -0.093 0.037 -1.113
C 4.719834 -0.796159 1.613768 -0.198 0.219 -0.059 -0.017
O 4.673701 -0.349138 2.746381 0.045 0.019 0.004 -0.677
C 3.439784 -1.409413 1.079795 0.214 -0.424 0.280 -0.570
C 3.323299 -2.798279 1.041954 -0.184 0.158 -0.071 -0.263
C 2.074837 -3.347205 0.810936 0.122 -0.078 -0.006 -2.137
C 0.998160 -2.511681 0.596287 -0.055 0.135 0.101 0.300
N 1.087390 -1.166135 0.629509 1.015 -1.216 -0.258 1.552
C 2.304162 -0.651409 0.904090 -0.180 0.350 0.094 -0.611
H 6.300170 -2.613890 -2.063648 0.027 -0.006 0.005 0.383
H 5.515018 -3.285919 -0.636037 0.012 -0.015 0.025 0.210
H 7.205498 -2.770882 -0.558952 -0.004 -0.022 -0.011 0.330
H 4.780432 -0.933154 -0.957642 0.036 0.031 -0.037 -0.319
H 6.450290 -0.404713 -1.075717 -0.065 0.068 0.003 0.545
H 7.857763 -1.191937 1.079243 -0.029 -0.028 0.012 0.321
H 7.005483 -0.597369 2.510563 0.031 -0.088 -0.015 0.416
H 7.678215 1.103953 0.048349 0.023 0.021 0.004 0.327
H 8.482020 1.148326 1.617921 0.018 0.050 -0.043 0.406
H 6.796143 1.655402 1.485670 0.002 0.004 0.003 0.280
H 4.181130 -3.427779 1.237074 0.020 0.008 -0.024 0.836
H 1.930264 -4.418708 0.810418 -0.028 0.006 -0.056 0.683
H 0.015896 -2.923093 0.425205 -0.002 0.008 -0.167 0.555
H 2.347102 0.424146 1.039636 0.022 0.026 -0.072 0.552
```
Positions in Å, forces in eV/Å.

F_max: 1.6 eV/Å
E_LUMO (alpha / beta): -6.341 / -6.349 eV
E_HOMO (alpha / beta): -12.05 / -12.04 eV
Total charge: +2
Molar mass: 1549.34 g mol⁻¹